{"formula": "C13H23Cl4FN3O2", "method": "ωB97M-V/def2-TZVPD", "homo_energy_ev": -12.9, "homo_lumo_gap_ev": 8.7801, "charge": 1, "symbols": ["C", "C", "C", "C", "C", "Cl", "N", "F", "C", "N", "C", "C", "C", "C", "O", "N", "C", "C", "O", "H", "H", "H", "H", "H", "H", "H", "H", "H", "H", "H", "H", "H", "H", "H", "H", "H", "H", "H", "H", "H", "H", "C", "Cl", "Cl", "Cl", "H"], "coordinates": [[0.7110, 1.1470, -4.6819], [0.3310, 1.3033, -3.2004], [-1.0527, 0.6787, -2.8639], [-1.2840, 0.8535, -1.3518], [-2.2079, 1.9597, -0.8470], [-3.9099, 1.6884, -1.3744], [-2.2010, 1.5866, 0.6300], [-3.4981, 1.6330, 1.0854], [-1.6409, 0.2754, 0.7248], [-1.0760, -0.2227, 1.7546], [-0.9769, 0.5412, 3.0189], [0.4524, 0.5013, 3.6233], [0.9637, 1.9490, 3.7757], [2.2657, 2.0498, 4.5929], [3.1490, 0.9562, 4.3438], [-1.7834, -0.2736, -0.5241], [-1.2192, -1.6154, -0.7480], [0.3083, -1.6544, -0.9581], [0.7908, -2.4736, -1.6195], [0.5026, 0.1520, -5.0813], [0.2441, 1.9483, -5.2622], [1.7942, 1.3051, -4.7532], [0.3962, 2.3396, -2.8480], [1.0531, 0.7177, -2.6067], [-1.8429, 1.1451, -3.4604], [-0.9893, -0.3812, -3.1337], [-0.2905, 1.1457, -0.9578], [-1.9051, 2.9961, -0.9593], [-0.6963, -1.1617, 1.6774], [-1.2242, 1.5902, 2.8416], [-1.7336, 0.1852, 3.7248], [1.1647, -0.0894, 3.0408], [0.3700, 0.0966, 4.6387], [1.0957, 2.4229, 2.7920], [0.2062, 2.5660, 4.2826], [2.0740, 2.1619, 5.6685], [2.7966, 2.9618, 4.2963], [2.9887, 0.3151, 5.0471], [-1.7491, -2.0478, -1.6017], [-1.5027, -2.2410, 0.1129], [0.9038, -0.8643, -0.4398], [1.6519, -5.5161, -2.4993], [0.2249, -5.8448, -1.5077], [3.1200, -6.0200, -1.6605], [1.5187, -6.3181, -4.0642], [1.7062, -4.4486, -2.6672]], "forces_ev_per_angstrom": [[0.5, 0.8, 0.6], [-0.2, -1.1, 0.0], [0.3, 0.3, 0.1], [0.3, 1.1, -0.8], [-1.3, -1.4, 1.1], [0.8, 0.5, -1.1], [1.3, 1.4, -0.3], [0.3, -0.4, 1.5], [-2.5, 0.1, -2.7], [-0.3, 0.5, 1.0], [0.5, -0.1, 0.8], [-0.5, 0.8, 0.5], [0.1, 0.1, 0.1], [0.2, 0.3, -0.3], [-0.4, 0.0, 0.3], [1.9, -1.0, 1.2], [-0.4, 0.3, 0.0], [-2.0, 2.2, 1.8], [1.7, -2.3, -2.0], [-0.2, 0.2, 0.1], [-0.1, -0.4, -0.2], [-0.2, 0.0, -0.2], [-0.1, -0.1, -0.2], [0.0, 0.3, -0.1], [0.0, -0.2, 0.2], [-0.2, 0.1, 0.1], [-0.2, -0.2, 0.0], [-0.1, -0.1, -0.2], [0.0, 0.2, 0.3], [-0.1, -0.3, -0.5], [0.2, -0.2, -0.2], [-0.2, 0.0, 0.1], [0.2, -0.3, -0.3], [0.1, -0.3, 0.1], [0.1, -0.2, -0.1], [-0.1, -0.2, -0.2], [-0.1, -0.2, 0.0], [0.3, 0.0, -0.2], [0.4, 0.0, 0.0], [0.1, 0.0, -0.2], [0.0, -0.1, 0.0], [0.1, -0.1, -0.1], [0.0, 0.0, 0.0], [-0.1, 0.1, 0.0], [0.0, 0.1, 0.1], [0.0, 0.0, 0.0]]}